Record 1
Here is C22H29Br3N4O4S6Sn as an isolated structure from the Open Molecules 2025 dataset. Energies are from ωB97M-V/def2-TZVPD.

Output
- electronic energy (Eh) = -11701.292495
- charge = -2
- spin multiplicity = 1
- relative energy (zero: lowest compared OMol25 entry of this formula, charge and spin) (kcal/mol) = 56.0
- M (g/mol) = 964.323
- strongest force on any atom (Eh/bohr) = 0.0114

CARTESIAN COORDINATES (ANGSTROEM)
Sn -2.028 -0.107 0.604
Br -1.787 -4.440 0.858
C -0.028 -4.825 0.207
Br 1.062 -3.245 -0.031
H -0.116 -5.298 -0.759
H 0.480 -5.462 0.916
S -1.119 4.101 -0.401
S -2.695 3.795 -1.683
S -3.208 1.793 -1.708
S -4.035 1.318 0.144
C -0.040 4.762 2.875
C -0.417 3.393 3.424
S -0.142 2.125 2.167
O -1.395 1.264 2.271
C 1.196 1.155 2.887
C 1.122 0.829 4.367
H -0.296 5.537 3.601
H -0.568 4.961 1.939
H 1.033 4.830 2.676
H -1.485 3.305 3.622
H 0.116 3.135 4.340
H 2.105 1.703 2.610
H 1.161 0.250 2.275
H 1.525 1.642 4.979
H 1.702 -0.071 4.569
H 0.102 0.617 4.681
C 4.421 0.590 -5.642
C 3.602 -0.312 -4.731
N 2.254 -0.548 -5.230
C 2.128 -1.422 -6.393
C 1.606 -0.689 -7.620
C 1.101 -0.336 -4.501
O 0.055 -0.876 -4.822
C 1.178 0.601 -3.336
C 1.729 1.877 -3.440
C 1.773 2.683 -2.321
C 1.291 2.168 -1.119
N 0.756 0.954 -1.013
C 0.660 0.207 -2.110
H 5.432 0.720 -5.247
H 3.959 1.575 -5.730
H 4.507 0.167 -6.646
H 3.538 0.115 -3.735
H 4.106 -1.280 -4.624
H 1.451 -2.239 -6.140
H 3.114 -1.850 -6.589
H 0.607 -0.301 -7.421
H 1.548 -1.363 -8.478
H 2.256 0.150 -7.882
H 2.099 2.235 -4.394
H 2.127 3.704 -2.371
H 1.426 2.717 -0.198
H 0.159 -0.751 -2.007
Br -1.006 -3.423 6.916
C -2.504 -1.787 5.773
C -3.719 -2.226 6.518
N -4.840 -2.466 5.958
C -4.887 -2.366 4.551
C -3.833 -2.295 3.734
C -2.454 -2.410 4.371
C -4.087 -2.267 2.240
O -5.048 -2.885 1.799
O -3.239 -1.613 1.511
H -3.632 -2.243 7.600
H -5.878 -2.384 4.118
H -2.262 -3.480 4.493
S -2.072 -0.214 6.069
C -1.312 -1.921 3.599
N -0.356 -1.583 3.060

natural (NBO) population analysis, charges in e, atoms 1 to 6: number 1, Sn, carries 1.30; number 2, Br, carries 0.10; number 3, C, carries -0.54; number 4, Br, carries 0.04; number 5, H, carries 0.21; number 6, H, carries 0.22

Record 2
Here is C22H29Cl5OPPtS4 as an isolated structure at a distorted geometry from the Open Molecules 2025 dataset. Energies are from ωB97M-V/def2-TZVPD.

Output
- electronic energy (Eh) = -5284.307284
- charge = +3
- spin multiplicity = 1
- M (g/mol) = 841.058
- strongest force on any atom (Eh/bohr) = 0.0543

CARTESIAN COORDINATES (ANGSTROEM)
Pt 0.215 0.159 0.430
C 2.498 1.304 4.429
C 1.008 1.005 4.291
S 0.361 -0.169 3.016
C 1.644 -1.455 2.966
C 2.835 -1.183 2.029
S 2.526 -0.205 0.503
C 3.058 1.533 0.881
C 4.025 1.794 2.034
S 3.220 2.628 3.424
H 3.114 0.406 4.384
H 2.619 1.675 5.451
H 0.435 1.921 4.146
H 0.643 0.527 5.205
H 1.108 -2.344 2.654
H 2.009 -1.662 3.972
H 3.263 -2.121 1.680
H 3.640 -0.659 2.529
H 2.143 2.083 1.113
H 3.446 1.873 -0.079
H 4.776 2.508 1.691
H 4.596 0.933 2.373
Cl 1.099 -0.250 -2.945
C 0.758 1.354 -2.397
C 0.438 1.601 -1.060
C 0.216 2.880 -0.642
Cl -0.172 3.136 1.038
C 0.328 3.947 -1.498
Cl 0.092 5.532 -0.912
C 0.625 3.707 -2.855
Cl 0.730 4.999 -3.946
C 0.840 2.391 -3.302
Cl 1.220 2.085 -4.942
C 0.936 -3.204 -0.086
P -0.427 -2.038 0.059
C -1.278 -2.169 -1.513
C -1.544 -2.589 1.360
H 0.507 -4.175 -0.351
H 1.485 -3.320 0.836
H 1.617 -2.892 -0.881
H -1.613 -3.209 -1.587
H -0.597 -1.954 -2.334
H -2.145 -1.514 -1.585
H -2.084 -3.462 0.983
H -2.250 -1.799 1.618
H -1.000 -2.877 2.258
C -4.338 -0.041 -0.088
S -2.914 0.905 -0.638
O -1.905 0.491 0.497
C -3.521 2.529 -0.345
C -3.648 3.336 -1.469
C -4.214 4.593 -1.318
C -4.624 5.020 -0.062
C -4.480 4.202 1.055
C -3.938 2.938 0.919
H -4.616 0.273 0.916
H -4.090 -1.099 -0.117
H -5.144 0.171 -0.791
H -3.344 2.979 -2.446
H -4.351 5.229 -2.181
H -5.075 5.997 0.050
H -4.816 4.544 2.023
H -3.839 2.286 1.779

natural (NBO) population analysis, charges in e, atoms 1 to 6: number 1, Pt, carries 0.81; number 2, C, carries -0.58; number 3, C, carries -0.49; number 4, S, carries 0.28; number 5, C, carries -0.56; number 6, C, carries -0.56

Record 3
Here is one molecule with the formula C22H29ClN6O3 at a distorted geometry from the Open Molecules 2025 dataset. Energies are from ωB97M-V/def2-TZVPD.

Output
- electronic energy (Eh) = -1870.241565
- charge = 0
- spin multiplicity = 1
- relative energy (zero: lowest compared OMol25 entry of this formula, charge and spin) (kcal/mol) = 0.0
- M (g/mol) = 460.966
- strongest force on any atom (Eh/bohr) = 0.0267
- SMILES = CCOCCn1c(CN2CCN(c3cccc(Cl)c3)CC2)nc2c1c(=O)n(C)c(=O)n2C

CARTESIAN COORDINATES (ANGSTROEM)
C 5.190 0.573 -1.371
C 4.161 1.414 -0.633
O 4.125 0.980 0.714
C 3.251 1.690 1.563
C 1.971 0.899 1.879
N 1.154 0.710 0.708
C 1.225 -0.249 -0.249
N 0.354 -0.042 -1.227
C -0.305 1.087 -0.893
C 0.176 1.593 0.302
C -0.364 2.768 0.913
O 0.007 3.287 1.951
N -1.414 3.288 0.154
C -1.927 2.797 -1.038
O -2.863 3.338 -1.587
N -1.316 1.683 -1.575
C -1.779 1.128 -2.827
H -2.078 0.091 -2.676
H -0.978 1.167 -3.565
H -2.627 1.723 -3.159
C -2.096 4.462 0.673
H -1.574 4.773 1.575
H -3.132 4.215 0.904
H -2.083 5.255 -0.073
C 2.012 -1.517 -0.134
N 1.157 -2.642 0.244
C 0.276 -3.008 -0.864
C -0.827 -3.971 -0.433
N -1.567 -3.390 0.674
C -2.354 -2.275 0.397
C -3.104 -2.207 -0.786
C -3.878 -1.105 -1.085
C -3.940 -0.015 -0.232
C -3.237 -0.095 0.955
C -2.474 -1.200 1.285
H -1.976 -1.194 2.240
Cl -3.274 1.237 2.064
H -4.513 0.863 -0.481
H -4.440 -1.088 -2.007
H -3.092 -3.029 -1.483
C -0.659 -3.337 1.802
H -1.188 -3.035 2.707
C 0.498 -2.378 1.522
H 1.258 -2.481 2.304
H 0.097 -1.355 1.564
H -0.279 -4.350 1.961
H -1.478 -4.184 -1.279
H -0.401 -4.917 -0.089
H 0.906 -3.476 -1.626
H -0.198 -2.119 -1.307
H 2.806 -1.410 0.607
H 2.459 -1.753 -1.101
H 2.241 -0.072 2.296
H 1.384 1.469 2.603
H 2.985 2.662 1.134
H 3.783 1.858 2.506
H 3.175 1.304 -1.107
H 4.442 2.477 -0.670
H 4.908 -0.475 -1.332
H 5.251 0.890 -2.408
H 6.163 0.687 -0.901

natural (NBO) population analysis, charges in e, atoms 1 to 6: number 1, C, carries -0.62; number 2, C, carries -0.06; number 3, O, carries -0.56; number 4, C, carries -0.07; number 5, C, carries -0.25; number 6, N, carries -0.32

Record 4
Here is C22H29F7MoN6S3SbSi as an isolated structure from the Open Molecules 2025 dataset. Energies are from ωB97M-V/def2-TZVPD.

Output
- electronic energy (Eh) = -3675.982761
- charge = 0
- ⟨S²⟩ = 3.77
- spin multiplicity = 4
- relative energy (zero: lowest compared OMol25 entry of this formula, charge and spin) (kcal/mol) = 41.4
- M (g/mol) = 852.489
- strongest force on any atom (Eh/bohr) = 0.0129

CARTESIAN COORDINATES (ANGSTROEM)
Mo 0.930 -0.001 0.060
C -2.865 -3.763 -1.796
S -2.807 -3.081 -0.130
C -1.213 -2.340 -0.109
S -0.926 -1.268 1.229
N -0.404 -2.609 -1.079
N 0.825 -2.009 -0.800
C 1.865 -2.724 -0.908
C 3.023 -2.279 -0.114
C 4.211 -2.972 -0.074
C 5.119 -2.657 0.930
C 4.783 -1.692 1.858
C 3.578 -1.015 1.719
N 2.722 -1.286 0.741
H -3.857 -4.194 -1.915
H -2.106 -4.531 -1.913
H -2.703 -2.973 -2.526
H 1.834 -3.709 -1.362
H 4.414 -3.736 -0.811
H 6.066 -3.176 0.992
H 5.440 -1.446 2.680
H 3.293 -0.223 2.396
C 4.071 1.982 0.829
Si 2.399 2.520 1.461
C 1.726 3.915 0.413
C 2.669 3.164 3.203
N 1.126 1.249 1.556
C 0.221 1.311 2.638
C 0.504 0.732 3.876
C -0.399 0.779 4.925
C -1.621 1.419 4.764
C -1.929 2.008 3.547
C -1.011 1.941 2.520
F -1.329 2.524 1.333
H 4.639 2.912 0.717
H 4.037 1.505 -0.150
H 4.638 1.364 1.528
H 2.544 4.541 0.052
H 1.042 4.548 0.984
H 1.209 3.517 -0.459
H 3.285 4.065 3.134
H 3.199 2.453 3.842
H 1.739 3.437 3.706
H 1.456 0.229 3.996
H -0.148 0.316 5.869
H -2.330 1.462 5.580
H -2.868 2.520 3.381
F 1.972 1.213 -1.025
Sb 3.339 -0.133 -3.996
F 2.289 -1.684 -4.566
F 3.226 -0.921 -2.245
F 4.982 -1.157 -4.241
F 4.318 1.318 -3.157
F 1.637 0.823 -3.793
C -2.964 3.241 -1.363
N -3.532 2.153 -0.578
C -4.450 2.300 0.438
C -4.725 1.064 0.916
N -3.959 0.190 0.188
C -3.223 0.854 -0.707
S -2.166 0.114 -1.857
H -3.720 4.012 -1.484
H -2.674 2.850 -2.336
H -2.092 3.649 -0.858
H -4.826 3.265 0.726
H -5.385 0.742 1.699
H -3.854 -0.817 0.316
C -0.534 0.759 -1.376
H -0.647 1.814 -1.110
H 0.010 0.769 -2.329

natural (NBO) population analysis, charges in e, atoms 1 to 6: number 1, Mo, carries 1.41; number 2, C, carries -0.74; number 3, S, carries 0.26; number 4, C, carries -0.05; number 5, S, carries -0.19; number 6, N, carries -0.38

Record 5
Here is one molecule with the formula C22H29N3O2 at a distorted geometry from the Open Molecules 2025 dataset. Energies are from ωB97M-V/def2-TZVPD.

Output
- electronic energy (Eh) = -1169.682889
- charge = 0
- spin multiplicity = 1
- relative energy (zero: lowest compared OMol25 entry of this formula, charge and spin) (kcal/mol) = 543.4
- M (g/mol) = 367.493
- strongest force on any atom (Eh/bohr) = 0.3756
- SMILES = COc1cccc(CN2CCN(CC(=O)NCCc3ccccc3)CC2)c1

CARTESIAN COORDINATES (ANGSTROEM)
C 1.174 3.460 -1.233
H 0.800 4.036 -2.159
O -0.207 2.973 -0.795
C -0.125 2.400 0.383
C -1.423 2.263 0.843
C -1.395 1.419 2.112
C -0.166 1.016 2.891
C 0.890 1.302 2.129
C 1.074 2.012 0.959
H 2.020 2.259 0.739
H 1.880 0.796 2.684
H -0.366 0.388 3.500
C -2.918 1.271 2.631
N -3.522 -0.246 2.239
C -2.977 -1.333 2.542
C -1.868 -2.015 1.666
N -2.768 -2.053 0.496
C -2.130 -3.027 -0.568
C -1.085 -2.590 -1.410
O -0.945 -1.943 -2.327
N 0.206 -2.714 -0.818
H 0.374 -3.294 0.218
C 1.477 -2.286 -1.193
H 1.527 -2.202 -2.184
H 2.171 -2.859 -1.167
C 1.538 -0.789 -0.585
C 2.797 0.099 -1.097
C 3.933 -0.030 -0.536
C 5.195 0.754 -0.934
C 5.021 1.215 -2.218
C 3.831 0.966 -3.136
C 2.733 0.493 -2.592
H 1.844 0.235 -3.059
H 3.818 1.540 -4.031
H 5.901 1.780 -2.719
H 5.957 0.674 -0.469
H 3.918 -0.197 0.440
H 0.841 -0.310 -0.641
H 1.729 -0.855 0.471
H -1.818 -4.131 -0.198
H -2.970 -3.226 -1.204
C -2.911 -0.985 -0.031
C -3.985 -0.179 0.915
H -4.336 0.894 0.657
H -4.918 -0.861 0.853
H -3.823 -0.954 -0.989
H -2.330 -0.148 -0.181
H -1.756 -2.910 2.080
H -1.178 -1.404 1.330
H -2.252 -1.312 3.535
H -3.789 -2.144 2.749
H -2.804 1.024 3.668
H -3.716 1.837 2.328
H -2.204 2.404 0.461
H 1.655 4.149 -0.449
H 1.888 2.481 -1.442

natural (NBO) population analysis, charges in e, atoms 1 to 6: number 1, C, carries -0.32; number 2, H, carries 0.22; number 3, O, carries -0.51; number 4, C, carries 0.43; number 5, C, carries -0.27; number 6, C, carries 0.06

Record 6
Here is one molecule with the formula C22H29N3O4S at a distorted geometry from the Open Molecules 2025 dataset. Energies are from ωB97M-V/def2-TZVPD.

Output
- electronic energy (Eh) = -1719.136440
- charge = 0
- spin multiplicity = 1
- relative energy (zero: lowest compared OMol25 entry of this formula, charge and spin) (kcal/mol) = 43.2
- M (g/mol) = 431.558
- strongest force on any atom (Eh/bohr) = 0.0222
- SMILES = COc1ccc(C(C)C)cc1S(=O)(=O)N1CCC(C(=O)NCc2cccnc2)CC1

CARTESIAN COORDINATES (ANGSTROEM)
C -0.767 3.828 -2.886
H -1.341 2.925 -3.108
H 0.274 3.658 -3.162
H -1.168 4.674 -3.442
O -0.894 4.200 -1.529
C -0.551 3.404 -0.499
C -0.766 4.021 0.747
C -0.519 3.386 1.938
C -0.036 2.078 1.959
C 0.192 1.474 0.738
C -0.051 2.101 -0.482
S 0.333 1.038 -1.881
O 1.138 1.688 -2.873
O 0.902 -0.182 -1.351
N -1.182 0.765 -2.593
C -2.199 0.262 -1.692
C -1.900 -1.159 -1.227
H -2.751 -1.548 -0.664
H -1.045 -1.112 -0.554
C -1.596 -2.110 -2.400
C -0.911 -3.342 -1.794
O -1.446 -4.429 -1.718
N 0.323 -3.083 -1.320
H 0.685 -2.137 -1.357
C 1.079 -4.021 -0.521
C 1.632 -3.321 0.687
C 2.978 -3.381 1.024
C 3.437 -2.657 2.113
C 2.531 -1.879 2.814
N 1.245 -1.817 2.509
C 0.812 -2.523 1.482
H -0.250 -2.453 1.279
H 2.840 -1.277 3.659
H 4.476 -2.686 2.400
H 3.657 -3.986 0.440
H 1.897 -4.452 -1.112
H 0.395 -4.830 -0.240
C -0.730 -1.488 -3.509
C -1.103 -0.035 -3.802
H -2.077 0.030 -4.299
H -0.348 0.428 -4.439
H 0.323 -1.505 -3.230
H -0.842 -2.080 -4.419
H -2.544 -2.439 -2.837
H -3.153 0.306 -2.228
H -2.252 0.938 -0.834
H 0.587 0.470 0.705
C 0.245 1.344 3.245
C -0.985 1.325 4.153
H -0.789 0.707 5.026
H -1.240 2.326 4.494
H -1.840 0.912 3.624
C 1.438 1.981 3.962
H 1.224 3.013 4.230
H 2.315 1.968 3.319
H 1.665 1.429 4.871
H 0.503 0.309 2.999
H -0.705 3.912 2.862
H -1.145 5.031 0.724

natural (NBO) population analysis, charges in e, atoms 1 to 6: number 1, C, carries -0.27; number 2, H, carries 0.20; number 3, H, carries 0.21; number 4, H, carries 0.19; number 5, O, carries -0.50; number 6, C, carries 0.42